(A)
An isolated ion of composition C3H12N2 and charge +2. Source: the Open Molecules 2025 dataset; level of theory: wB97M-V/def2-TZVPD.

The geometry in XYZ format:
```
17
Properties=species:S:1:pos:R:3:mulliken_charge:R:1
N -0.44484 -2.37403 -0.37730 -0.34
C 0.09596 -1.08523 -0.94738 -0.67
C 0.50830 -0.06944 0.12867 -0.58
C 0.01631 1.37170 -0.10915 -0.81
N -0.03219 2.21906 1.14295 -0.27
H -0.40237 -3.17651 -1.00852 0.37
H 0.02701 -2.54040 0.50792 0.36
H -1.44313 -2.33847 -0.14120 0.35
H -0.46318 -0.68019 -1.79189 0.48
H 1.00555 -1.42725 -1.46064 0.34
H 0.11343 -0.34539 1.10365 0.47
H 1.59545 -0.12522 0.23743 0.41
H -0.94207 1.30599 -0.63618 0.43
H 0.58941 1.96858 -0.83115 0.35
H -0.08361 3.20347 0.85832 0.38
H 0.78901 1.99549 1.69659 0.35
H -0.92902 2.09783 1.62787 0.37
```

Calculated values
- SMILES = [NH3+]CCC[NH3+]
- total charge = +2
- lowest unoccupied orbital energy (eV) = -7.09
- orbital gap (hartree) = 0.51745

---

(B)
A 2-piece molecular cluster, C3H12N2 overall. Source: the Open Molecules 2025 dataset; level of theory: wB97M-V/def2-TZVPD.

The geometry in XYZ format:
```
17
Properties=species:S:1:pos:R:3:mulliken_charge:R:1
C 0.14418 0.82827 -0.15761 -0.49
C -0.88501 -0.29219 -0.17478 -0.32
C -0.22344 -1.41645 0.77322 -0.49
N 1.01459 -0.94890 1.64907 -0.41
N -0.25074 1.61367 -1.93806 -0.70
H -0.08664 1.64817 0.51357 0.45
H 1.19807 0.89573 -0.44209 0.40
H -1.91465 -0.22488 0.19035 0.34
H -0.90704 -0.46330 -1.24329 0.29
H 0.39767 -2.06921 0.16109 0.33
H -1.05490 -1.96574 1.22835 0.38
H 1.06621 -1.46206 2.54808 0.38
H 0.85583 0.03238 1.91171 0.37
H 1.93694 -1.17522 1.23701 0.39
H -0.60337 1.10325 -2.75547 0.36
H -0.86283 2.38939 -1.66054 0.36
H 0.55436 2.11018 -2.31459 0.36
```

Calculated values
- total charge = +2
- lowest unoccupied orbital energy (eV) = -9.18
- orbital gap (hartree) = 0.43430

---

Q: Which of them is the most stable? A: (A).

---

(A)
A 2-piece molecular cluster, CH8N2O overall. Source: the Open Molecules 2025 dataset; level of theory: wB97M-V/def2-TZVPD.

The geometry in XYZ format:
```
12
Properties=species:S:1:pos:R:3:mulliken_charge:R:1
C -1.14684 0.10633 -0.33432 -0.53
N -2.49814 -0.20558 0.14107 -0.58
H -0.44265 -0.38167 0.34186 0.10
H -0.96004 -0.36189 -1.30692 0.30
H -0.88401 1.17824 -0.41656 0.26
H -2.64483 0.26164 1.02967 0.21
H -3.16649 0.18588 -0.51363 0.23
N 2.82103 -0.39437 -0.13271 -0.43
O 1.94191 0.68336 -0.07934 -0.37
H 3.32885 -0.43376 0.75018 0.25
H 2.26076 -1.24998 -0.19400 0.24
H 1.39045 0.61179 0.71470 0.31
```

Calculated values
- SMILES = CN.NO
- lowest unoccupied orbital energy (eV) = 0.79
- orbital gap (hartree) = 0.37970

---

(B)
CH8N2O as an isolated structure. Source: the Open Molecules 2025 dataset; level of theory: wB97M-V/def2-TZVPD.

The geometry in XYZ format:
```
12
Properties=species:S:1:pos:R:3:mulliken_charge:R:1
N -1.62212 -1.05414 -1.57760 -0.73
C -0.14778 0.29277 -0.09757 -0.31
N 1.13933 0.61760 -0.18500 -0.34
H -1.04927 -1.26950 -2.39428 0.27
H -1.99055 -1.94839 -1.25224 0.25
H -0.78924 1.17924 -0.09128 0.29
H -0.79022 -0.52520 -0.87002 0.30
H -0.32256 -0.20108 0.86998 0.32
H 1.35223 1.44733 -0.72550 0.29
H 1.40197 0.66370 0.86418 0.39
H 1.70041 0.37064 3.11003 0.20
O 1.11781 0.42701 2.34929 -0.91
```

Calculated values
- lowest unoccupied orbital energy (eV) = -2.30
- orbital gap (hartree) = 0.22998

---

(C)
A 3-piece molecular cluster, CH8N2O overall. Source: the Open Molecules 2025 dataset; level of theory: wB97M-V/def2-TZVPD.

The geometry in XYZ format:
```
12
Properties=species:S:1:pos:R:3:mulliken_charge:R:1
N 1.98220 0.56404 0.22875 -0.70
H 1.34242 0.72180 -0.53205 0.21
H 1.54420 0.79423 1.10575 0.30
H 1.51190 -2.45905 -1.21186 0.15
H 2.34439 -0.37522 0.21770 0.21
N -1.94103 1.17540 -0.53073 -0.43
C -1.79232 0.37719 0.56509 -0.14
O -0.80390 0.59297 1.37808 -0.47
H -1.05889 1.28462 -1.02612 0.31
H 0.92878 -2.00158 -1.24747 -0.16
H -1.35681 -0.62271 0.02581 0.31
H -2.70095 -0.05169 1.02703 0.40
```

Calculated values
- lowest unoccupied orbital energy (eV) = -2.91
- orbital gap (hartree) = 0.24183

---

Q: Which of them is the most stable? A: (A).

---

(A)
An isolated molecule of C10H10N2S. Source: the Open Molecules 2025 dataset; level of theory: wB97M-V/def2-TZVPD.

The geometry in XYZ format:
```
23
Properties=species:S:1:pos:R:3:mulliken_charge:R:1
C -3.56395 -0.29669 -1.06716 -1.25
C -2.87619 -0.14285 0.27396 0.37
C -2.76124 1.24122 0.56572 0.09
N -2.65162 2.36123 0.77038 -0.49
C -1.21531 -0.72877 0.19121 0.15
S -1.10674 -2.31099 0.13069 -0.37
N -0.29208 0.24035 0.21649 -0.03
C 1.12445 0.09025 0.25297 0.87
C 1.85357 1.15449 0.69378 -0.75
C 3.19686 1.16465 0.38703 -0.38
C 3.88085 0.01978 0.05884 -0.46
C 3.16607 -1.12390 -0.03183 -0.33
C 1.73282 -1.14480 0.02644 -0.33
H -2.94832 -0.17540 -2.02897 0.30
H -4.37221 0.33759 -1.22480 0.43
H -4.09996 -1.32095 -1.23160 0.30
H -3.23373 -0.68454 1.18478 0.36
H -0.64947 1.20613 0.48569 0.13
H 1.32008 2.06818 1.00098 0.31
H 3.69227 2.12806 0.65918 0.30
H 4.89357 0.01272 -0.30865 0.36
H 3.62332 -2.08777 -0.50075 0.22
H 1.28695 -2.00799 -0.50439 0.21
```

Calculated values
- SMILES = C[C@H](C#N)C(=S)Nc1ccccc1
- lowest unoccupied orbital energy (eV) = 0.38
- orbital gap (hartree) = 0.32591

---

(B)
A 2-piece molecular cluster, C10H10N2S overall. Source: the Open Molecules 2025 dataset; level of theory: wB97M-V/def2-TZVPD.

The geometry in XYZ format:
```
23
Properties=species:S:1:pos:R:3:mulliken_charge:R:1
C -1.35027 -2.44259 -0.32074 -0.50
C -2.51488 -1.71673 -0.14319 -0.59
C -0.12655 -1.79750 -0.29330 -0.66
C -2.46249 -0.34483 0.06752 -0.58
C -0.07237 -0.42683 -0.07771 1.09
C -1.25456 0.32369 0.10808 0.57
C 1.27704 1.64166 -0.16332 -0.48
C 1.10588 0.35689 -0.06962 0.02
C -1.14291 1.80180 0.38063 -0.93
C 0.01959 2.46873 -0.36389 -0.72
N 3.15040 -1.83563 0.48706 -0.59
N 3.28415 -0.63663 0.32263 0.27
S 4.36687 0.48764 0.25774 -0.20
H -1.38899 -3.50945 -0.48291 0.40
H -3.47366 -2.21356 -0.16567 0.38
H 0.79657 -2.33898 -0.42409 0.39
H -3.38285 0.20740 0.19871 0.38
H 2.24754 2.11805 -0.13462 0.22
H -2.07985 2.30071 0.12679 0.35
H -0.98196 1.92788 1.45843 0.27
H 0.17217 3.48168 0.00798 0.36
H -0.19744 2.52566 -1.43545 0.28
H 4.00856 -2.37907 0.65896 0.24
```

Calculated values
- lowest unoccupied orbital energy (spin up / spin down) (eV) = -0.99 / -0.06
- orbital gap (spin up / spin down) (hartree) = 0.25877 / 0.30484

---

Q: Which of them is the most stable? A: (A).

---

(A)
An isolated molecule of C7H9NO. Source: the Open Molecules 2025 dataset; level of theory: wB97M-V/def2-TZVPD.

The geometry in XYZ format:
```
18
Properties=species:S:1:pos:R:3:mulliken_charge:R:1
C 1.49709 -0.48794 1.14945 -1.30
C 1.26383 -0.46661 -0.41704 0.24
C 0.03393 -1.09712 -1.00513 -0.38
C -1.32947 -1.09804 -0.13243 0.24
O -2.00634 -2.03848 0.19952 -0.53
N -1.76382 0.27127 -0.06335 -0.26
C -1.22582 1.28867 0.76608 -0.37
C -0.82205 1.21728 -0.67102 -0.13
C 0.36911 0.41835 -1.11411 -0.47
H 1.56653 0.64637 1.45990 0.22
H 0.68281 -0.91933 1.68534 0.33
H 2.30225 -1.07616 1.56342 0.40
H 2.26543 -0.63283 -0.94479 0.35
H 0.12751 -1.79413 -1.75328 0.48
H -2.00144 2.03676 1.16742 0.19
H -0.54917 1.00343 1.49288 0.13
H -1.13507 1.96950 -1.34920 0.37
H 0.72468 0.75902 -2.03366 0.48
```

Calculated values
- SMILES = C[C@H]1[C@H]2C(=O)N3C[C@H]3[C@@H]12
- lowest unoccupied orbital energy (eV) = 0.89
- orbital gap (hartree) = 0.37748

---

(B)
An isolated molecule of C7H9NO. Source: the Open Molecules 2025 dataset; level of theory: wB97M-V/def2-TZVPD.

The geometry in XYZ format:
```
18
Properties=species:S:1:pos:R:3:mulliken_charge:R:1
C -2.44411 -0.27417 -0.22645 -1.34
C -1.28509 -0.71293 0.67076 -0.46
C 0.10640 -0.20332 0.24356 0.66
C 1.09598 -1.09788 0.45199 -0.40
C 2.32328 -0.58304 0.06551 -0.39
C 2.20237 0.66973 -0.39589 -0.38
C 1.19129 1.64335 -0.59170 0.07
O 1.28392 2.77828 -1.00954 -0.68
N 0.03040 1.04317 -0.21534 0.02
H -2.74784 0.75414 -0.03652 0.35
H -3.31106 -0.90315 -0.03808 0.37
H -2.17730 -0.37481 -1.27704 0.37
H -1.26112 -1.80381 0.69721 0.30
H -1.47475 -0.37020 1.69331 0.26
H 0.91217 -2.07297 0.86312 0.40
H 3.26507 -1.10028 0.10984 0.43
H 3.15825 1.10480 -0.72625 0.28
H -0.86789 1.50309 -0.27850 0.14
```

Calculated values
- SMILES = CCc1cccc(=O)[nH]1
- lowest unoccupied orbital energy (eV) = 0.68
- orbital gap (hartree) = 0.32957

---

Q: Which of them is the most stable? A: (B).